Here is 14 unconnected molecules or ions with the total composition C69H155N9O15 in a non-equilibrium geometry from the OMol25 dataset. Energies are from ωB97M-V/def2-TZVPD.

Structure (XYZ):
```
248
Properties=species:S:1:pos:R:3
C 15.451 10.394 19.931
C 16.027 11.698 19.349
N 16.180 11.691 17.925
C 17.127 10.703 17.409
C 18.554 10.746 18.007
C 16.417 12.984 17.312
C 15.324 14.057 17.478
H 16.164 9.551 19.845
H 14.543 10.154 19.400
H 15.225 10.524 20.978
H 15.348 12.526 19.564
H 16.971 11.952 19.848
H 16.781 9.725 17.651
H 17.209 10.776 16.311
H 18.922 11.686 18.386
H 18.685 10.124 18.897
H 19.283 10.359 17.310
H 16.598 12.795 16.242
H 17.376 13.393 17.757
H 15.082 14.343 18.531
H 14.394 13.671 17.060
H 15.651 15.003 16.994
C 15.602 15.406 21.730
C 16.544 15.289 22.904
N 16.237 14.203 23.849
C 14.965 14.332 24.526
C 14.803 15.701 25.168
C 16.336 12.790 23.281
C 16.091 11.685 24.226
H 14.584 15.147 21.954
H 15.899 14.704 20.950
H 15.682 16.375 21.259
H 17.593 15.209 22.568
H 16.554 16.181 23.499
H 14.151 14.094 23.856
H 14.902 13.605 25.308
H 15.653 16.051 25.748
H 14.522 16.443 24.444
H 13.950 15.595 25.869
H 17.359 12.658 22.884
H 15.636 12.619 22.467
H 16.349 10.766 23.757
H 15.053 11.644 24.527
H 16.701 11.821 25.112
C 13.091 19.486 15.412
C 14.054 19.679 16.594
N 13.406 19.365 17.842
C 13.995 20.152 18.934
C 13.330 21.544 18.968
C 13.523 17.960 18.155
C 12.433 17.574 19.167
H 13.473 19.594 14.404
H 12.258 20.199 15.440
H 12.621 18.490 15.430
H 14.917 18.992 16.469
H 14.445 20.701 16.661
H 13.786 19.665 19.892
H 15.073 20.261 18.869
H 13.511 21.986 18.025
H 12.275 21.412 19.224
H 13.744 22.120 19.822
H 14.540 17.744 18.491
H 13.398 17.399 17.217
H 12.325 16.507 19.265
H 11.488 17.956 18.729
H 12.599 18.074 20.136
C 16.516 16.436 14.114
C 16.120 17.916 13.975
N 16.726 18.699 12.887
C 16.597 18.121 11.573
C 15.158 17.957 11.176
C 18.108 19.101 13.139
C 18.610 20.315 12.328
H 15.938 16.032 14.941
H 17.607 16.307 14.291
H 16.286 15.804 13.243
H 15.095 17.921 13.695
H 16.309 18.458 14.903
H 17.055 18.847 10.918
H 17.085 17.144 11.436
H 14.644 18.926 11.121
H 15.156 17.532 10.162
H 14.534 17.246 11.714
H 18.804 18.294 12.984
H 18.210 19.228 14.241
H 17.905 21.160 12.438
H 18.716 20.118 11.286
H 19.558 20.686 12.729
C 10.261 20.007 23.621
C 10.205 21.373 24.305
N 10.812 22.414 23.514
C 10.102 22.628 22.288
C 10.851 23.447 21.221
C 10.851 23.624 24.350
C 11.860 23.689 25.437
H 10.045 19.225 24.344
H 11.227 19.721 23.183
H 9.510 19.947 22.829
H 9.179 21.608 24.657
H 10.792 21.319 25.245
H 9.921 21.672 21.793
H 9.087 23.001 22.518
H 11.919 23.180 21.131
H 10.422 23.264 20.252
H 10.861 24.506 21.500
H 9.875 23.710 24.887
H 10.997 24.502 23.720
H 11.717 24.584 26.034
H 12.916 23.719 25.067
H 11.828 22.868 26.186
C 10.746 12.972 14.993
C 11.643 13.112 13.801
N 11.414 14.401 13.149
C 11.644 15.535 14.078
C 13.058 15.724 14.639
C 12.082 14.604 11.837
C 11.487 13.840 10.623
H 10.513 11.952 15.283
H 9.773 13.448 14.804
H 11.228 13.481 15.833
H 12.709 12.938 14.083
H 11.399 12.294 13.103
H 11.407 16.454 13.512
H 10.827 15.467 14.792
H 13.507 14.894 15.195
H 13.721 15.948 13.780
H 13.043 16.614 15.269
H 13.127 14.291 11.958
H 12.068 15.655 11.561
H 11.259 12.788 10.769
H 12.177 13.857 9.748
H 10.586 14.370 10.259
C 15.548 23.724 16.189
C 16.724 24.618 15.866
N 16.362 26.041 16.070
C 17.553 26.852 16.436
C 17.941 26.888 17.900
C 15.721 26.657 14.928
C 14.596 27.506 15.399
H 15.260 23.911 17.233
H 15.827 22.660 16.220
H 14.605 23.929 15.644
H 17.626 24.453 16.479
H 17.052 24.454 14.806
H 18.426 26.500 15.873
H 17.368 27.877 16.044
H 18.274 25.883 18.178
H 18.820 27.524 18.055
H 17.111 27.173 18.553
H 15.321 25.868 14.266
H 16.452 27.165 14.244
H 14.035 26.912 16.110
H 13.916 27.912 14.595
H 15.014 28.325 15.975
C 18.395 23.782 24.200
C 17.594 23.052 23.101
N 17.943 23.410 21.732
C 19.311 23.053 21.383
C 20.239 24.314 21.277
C 16.953 22.770 20.846
C 17.048 23.398 19.457
H 17.830 24.606 24.615
H 19.315 24.240 23.800
H 18.710 23.054 24.937
H 17.587 21.975 23.299
H 16.588 23.423 23.256
H 19.646 22.409 22.235
H 19.321 22.420 20.497
H 21.226 24.193 20.749
H 19.708 25.134 20.812
H 20.552 24.706 22.268
H 15.926 22.813 21.276
H 17.225 21.709 20.803
H 16.265 22.968 18.769
H 18.039 23.321 18.993
H 16.750 24.473 19.506
C 7.501 19.013 10.304
C 8.855 19.606 10.071
N 9.865 19.167 11.056
C 11.211 19.267 10.537
C 11.640 18.109 9.655
C 9.693 19.777 12.343
C 10.065 18.831 13.470
H 6.827 19.294 9.473
H 6.979 19.276 11.207
H 7.628 17.928 10.338
H 9.231 19.288 9.082
H 8.803 20.707 10.042
H 11.360 20.203 9.963
H 11.899 19.397 11.383
H 11.185 17.970 8.676
H 12.732 18.241 9.557
H 11.424 17.225 10.264
H 8.662 20.054 12.499
H 10.316 20.705 12.443
H 9.471 17.924 13.447
H 9.883 19.362 14.431
H 11.126 18.534 13.441
C 11.877 24.814 16.728
C 10.760 24.192 17.582
O 10.084 23.248 16.678
C 10.955 22.990 15.709
O 10.736 22.098 14.875
O 11.916 23.906 15.571
H 12.824 24.843 17.245
H 11.588 25.816 16.385
H 10.048 24.920 17.917
H 11.209 23.603 18.401
C 17.765 17.899 19.156
C 18.321 19.199 19.719
O 17.894 20.191 18.740
C 17.505 19.622 17.640
O 17.178 20.206 16.627
O 17.530 18.273 17.776
H 16.838 17.641 19.644
H 18.464 17.073 19.293
H 19.410 19.162 19.802
H 17.919 19.408 20.708
C 9.784 20.244 17.469
C 8.716 19.147 17.223
O 8.329 18.905 18.590
C 8.686 19.919 19.408
O 8.454 19.965 20.603
O 9.507 20.785 18.797
H 9.648 21.019 16.739
H 10.819 19.896 17.513
H 9.160 18.267 16.796
H 7.901 19.578 16.623
C 15.179 21.755 13.124
C 13.736 21.877 12.676
O 13.790 22.859 11.603
C 14.862 23.628 11.836
O 15.214 24.641 11.177
O 15.680 23.088 12.793
H 15.690 20.996 12.523
H 15.397 21.565 14.187
H 13.076 22.283 13.483
H 13.292 20.927 12.269
C 13.743 20.527 24.293
C 13.946 21.322 22.968
O 14.920 20.593 22.134
C 15.168 19.467 22.785
O 15.925 18.577 22.407
O 14.429 19.339 23.904
H 12.688 20.357 24.548
H 14.301 20.925 25.173
H 14.301 22.341 23.034
H 12.979 21.324 22.426
```

Output
Lowest unoccupied orbital energy = 0.323 eV
HOMO-LUMO gap = 8.5 eV
Net charge = 0
E = -4343.282828 a.u.
Highest occupied orbital energy = -8.17 eV